Here is a molecular structure, C7H14AgClFN2O3P from the Open Molecules 2025 dataset. Energies are from ωB97M-V with the def2-TZVPD basis set.

Its spin multiplicity is 2. Its expectation value of S² is 0.7549. Its total energy is -45124.5472 eV. The net charge is +1. Its energy above the lowest of the compared OMol25 structures with the same formula, charge and spin is 0.00 kcal/mol. Its gap between HOMO and LUMO (spin up / spin down) is 4.95 / 4.94 eV.

XYZ file:
```
30
Properties=species:S:1:pos:R:3:forces:R:3:mulliken_charge:R:1
N 1.542 2.563 2.391 -0.4 -0.9 -0.3 -0.58
C 1.108 1.229 1.894 -0.2 -0.7 -1.0 -0.32
C -0.118 1.436 0.879 0.6 0.9 0.2 -0.88
N -0.331 0.309 -0.074 -1.2 -0.4 0.2 0.39
C -0.570 -0.989 0.604 0.2 -1.2 0.6 -1.07
C 0.777 -1.885 0.765 0.3 0.8 -0.1 -0.72
C 1.608 -1.945 -0.608 -1.6 1.0 0.9 0.14
F 2.293 -0.726 -0.884 -1.0 -2.6 0.6 -0.24
C -1.392 0.649 -1.050 -0.2 1.9 -0.5 -0.49
C -2.882 0.459 -0.518 -2.2 0.0 0.6 0.60
O -3.441 1.145 0.345 1.8 -1.9 -2.3 -0.49
O -3.660 -0.593 -1.081 2.1 2.2 1.1 -0.25
P -0.987 -0.279 -2.654 -0.6 -1.2 -1.3 0.16
O -2.177 0.069 -3.858 2.6 1.2 1.8 -0.44
Cl 0.765 0.686 -3.386 -1.3 0.0 0.6 -0.24
H 2.312 2.932 1.825 -0.6 -0.1 0.2 0.27
H 0.729 3.192 2.349 0.8 -0.2 0.1 0.29
H 1.924 0.690 1.288 -0.9 1.1 0.9 0.17
H 0.858 0.509 2.756 0.1 1.2 -1.1 0.14
H -1.071 1.723 1.441 1.1 -0.5 -0.6 0.39
H 0.161 2.349 0.237 -0.3 -1.4 0.9 0.43
H -0.997 -0.807 1.646 0.4 -0.4 -1.2 0.29
H -1.300 -1.673 0.036 0.9 1.3 0.7 0.45
H 0.473 -2.944 1.092 0.3 1.2 -0.6 0.50
H 1.454 -1.483 1.590 -0.9 -0.4 -1.1 0.46
H 2.391 -2.796 -0.471 -0.3 1.3 -0.9 0.09
H 0.856 -2.215 -1.430 1.5 0.5 0.7 0.46
H -1.280 1.771 -1.284 -0.4 -1.5 0.5 0.64
H -1.866 0.935 -4.224 -0.8 -0.7 0.0 0.34
Ag 2.820 -4.311 0.383 0.2 -0.6 0.4 0.51
```
Positions in Å, forces in eV/Å.